# 1
{
  "formula": "C12H15CdCl6GeN3O2S",
  "method": "the ωB97M-V functional and the def2-TZVPD basis",
  "species": ["Cd", "Ge", "Cl", "Cl", "Cl", "Cl", "Cl", "Cl", "S", "O", "O", "N", "N", "N", "C", "C", "C", "C", "C", "C", "C", "C", "C", "C", "C", "C", "H", "H", "H", "H", "H", "H", "H", "H", "H", "H", "H", "H", "H", "H", "H"],
  "coordinates": [[0.371, 0.003, 0.297], [1.873, 2.700, 1.845], [4.411, -3.798, -4.416], [4.737, -2.333, 0.749], [3.018, 3.106, 3.678], [0.544, -0.796, -2.219], [0.963, 0.649, 2.547], [-0.066, 3.769, 2.243], [-1.205, -2.060, 0.836], [2.202, -1.051, 0.206], [0.535, 2.123, -0.733], [-3.616, 1.198, 0.896], [-2.783, 3.088, -0.248], [-1.423, 1.356, 0.096], [3.784, -2.966, -3.061], [3.936, -2.329, -0.758], [-1.172, -1.955, 2.651], [2.685, -1.625, -0.817], [2.042, -1.641, -2.092], [-0.073, -3.453, 0.554], [2.564, -2.294, -3.181], [-3.980, 3.887, -0.279], [-1.507, 3.518, -0.774], [-2.650, 1.872, 0.280], [-0.658, 2.295, -0.501], [4.474, -2.970, -1.852], [-4.107, 4.454, 0.646], [-0.146, -1.990, 3.002], [-1.118, 4.382, -0.225], [-1.599, -0.994, 2.929], [2.041, -2.275, -4.124], [-0.585, -4.380, 0.803], [5.426, -3.470, -1.774], [-4.461, 1.656, 1.195], [-4.848, 3.248, -0.436], [-1.545, 3.752, -1.843], [0.189, -3.444, -0.503], [-1.756, -2.768, 3.073], [-3.396, 0.286, 1.260], [0.821, -3.331, 1.164], [-3.923, 4.582, -1.115]],
  "multiplicity": 2,
  "total_charge": 1,
  "s2": 0.757,
  "relative_energy_kj_mol": 169.5,
  "homo_lumo_gap_ev": [7.41, 2.53],
  "molar_mass_g_mol": 663.1,
  "lumo_energy_ha": [-0.099, -0.263]
}

# 2
{
  "formula": "C12H15F4NO2",
  "method": "the ωB97M-V functional and the def2-TZVPD basis",
  "species": ["F", "F", "F", "F", "O", "O", "N", "C", "C", "C", "C", "C", "C", "C", "C", "C", "C", "C", "C", "H", "H", "H", "H", "H", "H", "H", "H", "H", "H", "H", "H", "H", "H", "H"],
  "coordinates": [[-2.769, -3.695, 2.442], [-2.892, -1.111, 1.585], [1.981, -3.540, 2.163], [1.922, -0.973, 1.581], [-0.329, -4.838, 2.913], [-0.571, 0.408, 2.089], [0.059, 0.514, -0.477], [-1.166, 1.326, -0.719], [0.793, -2.905, 2.110], [-1.113, 2.444, -1.732], [0.303, -0.483, -1.540], [1.177, 2.690, 0.298], [-0.505, -0.816, 1.850], [0.889, 0.033, -2.845], [0.727, -1.595, 1.795], [-1.641, -2.984, 2.236], [1.277, 1.247, -0.106], [-0.380, -3.690, 2.456], [-1.690, -1.684, 1.853], [0.200, 0.711, -3.348], [1.082, -0.812, -3.509], [0.965, -1.249, -1.105], [2.034, 1.121, -0.899], [0.258, 2.862, 0.863], [-1.931, 0.592, -1.011], [1.680, 0.727, 0.766], [-0.816, 2.080, -2.713], [-1.469, 1.694, 0.267], [-0.656, -0.991, -1.718], [1.259, 3.363, -0.562], [1.828, 0.554, -2.669], [-2.114, 2.873, -1.820], [2.037, 2.893, 0.943], [-0.430, 3.235, -1.433]],
  "multiplicity": 1,
  "total_charge": 0,
  "homo_lumo_gap_ev": 5.81,
  "molar_mass_g_mol": 281.2,
  "smiles": "O=C1C(F)=C(F)C(=O)C(F)=C1F.CCN(CC)CC",
  "lumo_energy_ha": -0.093
}

# 3
{
  "formula": "C12H15FeN6PSe4",
  "method": "the ωB97M-V functional and the def2-TZVPD basis",
  "species": ["Se", "Se", "Se", "Se", "Fe", "P", "N", "N", "N", "N", "N", "N", "C", "C", "C", "C", "C", "C", "C", "C", "C", "C", "C", "C", "H", "H", "H", "H", "H", "H", "H", "H", "H", "H", "H", "H", "H", "H", "H"],
  "coordinates": [[2.522, -1.687, 3.067], [2.618, 2.017, 3.460], [3.809, 1.166, 1.702], [1.775, -0.087, 4.520], [1.449, 0.199, 1.721], [-0.838, -0.070, -0.846], [-0.462, 2.722, -1.008], [0.695, 1.751, 0.600], [-0.429, -0.538, 1.869], [-2.385, -1.282, 1.165], [1.252, -1.637, -1.987], [1.681, -0.801, -0.003], [-0.180, 1.553, -0.372], [0.778, -0.885, -0.960], [-1.238, -0.631, 0.827], [2.517, -2.033, -1.648], [-3.509, -1.613, 0.311], [-1.066, -1.150, 2.909], [-1.352, 2.932, -2.133], [-2.279, -1.611, 2.488], [0.994, 3.081, 0.589], [0.281, 3.695, -0.399], [2.772, -1.505, -0.414], [0.554, -1.958, -3.216], [-4.430, -1.217, 0.736], [0.307, -1.053, -3.769], [-0.609, -1.218, 3.880], [1.699, 3.504, 1.282], [-1.858, 2.001, -2.372], [-3.600, -2.694, 0.206], [0.242, 4.722, -0.718], [3.649, -1.580, 0.207], [1.200, -2.578, -3.832], [-3.360, -1.173, -0.671], [-3.059, -2.141, 3.006], [-0.362, -2.509, -3.007], [-0.790, 3.264, -3.005], [3.114, -2.644, -2.303], [-2.099, 3.684, -1.883]],
  "multiplicity": 1,
  "total_charge": 0,
  "relative_energy_kj_mol": 60.8,
  "homo_lumo_gap_ev": [5.64, 5.65],
  "molar_mass_g_mol": 646.0,
  "lumo_energy_ha": [0.002, 0.002]
}

# 4
{
  "formula": "C12H15IrNO6P2S3Sb",
  "method": "the ωB97M-V functional and the def2-TZVPD basis",
  "species": ["Ir", "Sb", "S", "S", "S", "P", "P", "O", "O", "O", "O", "O", "O", "N", "C", "C", "C", "C", "C", "C", "C", "C", "C", "C", "C", "C", "H", "H", "H", "H", "H", "H", "H", "H", "H", "H", "H", "H", "H", "H", "H"],
  "coordinates": [[-0.116, 0.237, -0.255], [-3.191, 0.860, 1.449], [-2.286, -0.688, -0.296], [-0.638, 2.496, -0.166], [-4.596, -0.782, 2.397], [2.899, 0.822, 0.770], [0.711, 1.108, 2.880], [0.493, 0.556, 4.397], [2.122, -0.197, -0.014], [2.377, 2.313, 0.457], [4.378, 0.854, 0.756], [-0.193, 0.305, 1.997], [0.700, 2.597, 2.906], [3.189, 1.954, 3.066], [0.324, -2.364, -2.094], [0.208, -1.328, -4.289], [3.066, -0.501, 3.260], [0.488, -3.592, -2.669], [0.374, -2.612, -4.851], [-0.126, 1.041, -4.510], [-0.030, 0.084, -2.279], [-0.168, 1.170, -3.114], [0.052, -0.181, -5.092], [0.507, -3.722, -4.065], [0.170, -1.196, -2.872], [2.501, 0.726, 2.601], [3.523, 1.898, 4.029], [0.602, -4.471, -2.049], [0.314, -2.270, -1.014], [3.948, 2.130, 2.382], [-0.083, -0.204, 4.363], [2.506, -1.381, 2.954], [0.624, -4.701, -4.512], [-0.337, 2.158, -2.706], [1.434, 2.377, 0.194], [2.375, 2.651, 2.985], [4.100, -0.636, 2.940], [0.060, -0.285, -6.170], [3.015, -0.408, 4.347], [-0.263, 1.927, -5.114], [0.380, -2.702, -5.930]],
  "multiplicity": 2,
  "total_charge": -1,
  "s2": 0.757,
  "homo_lumo_gap_ev": [6.36, 5.87],
  "molar_mass_g_mol": 741.4,
  "lumo_energy_ha": [0.054, 0.040]
}

# 5
{
  "formula": "C12H15N",
  "method": "the ωB97M-V functional and the def2-TZVPD basis",
  "species": ["N", "C", "C", "C", "C", "C", "C", "C", "C", "C", "C", "C", "C", "H", "H", "H", "H", "H", "H", "H", "H", "H", "H", "H", "H", "H", "H", "H"],
  "coordinates": [[-2.237, 0.670, 0.079], [2.286, -0.711, -1.304], [2.315, -0.852, -2.739], [-1.119, -0.160, 2.370], [1.246, -0.238, -0.634], [0.073, 0.139, -1.362], [-2.470, -0.071, 1.460], [1.114, 0.236, 0.818], [-0.868, 0.497, -0.217], [0.070, 0.215, -2.742], [1.201, -0.411, -3.434], [0.085, 1.345, 0.638], [0.303, -0.573, 1.964], [-2.674, 1.660, 0.003], [2.131, 0.355, 1.279], [-0.136, 1.811, 1.570], [3.215, -1.091, -0.740], [0.093, -1.617, 1.568], [-1.052, 0.871, 2.965], [-0.844, -0.487, 0.313], [3.186, -1.228, -3.288], [1.305, -0.623, -4.415], [0.456, 2.069, -0.069], [-0.839, 0.494, -3.230], [-1.421, -1.020, 2.864], [0.756, -0.721, 2.933], [-3.196, 0.527, 2.183], [-2.979, -1.085, 1.166]],
  "multiplicity": 1,
  "total_charge": 0,
  "relative_energy_kj_mol": 533.0,
  "homo_lumo_gap_ev": 9.31,
  "molar_mass_g_mol": 173.3,
  "smiles": "c1ccc2c(c1)[C@@H]1CCCN[C@@H]2C1",
  "lumo_energy_ha": 0.036
}

# 6
{
  "formula": "C12H15N6SW",
  "method": "the ωB97M-V functional and the def2-TZVPD basis",
  "species": ["W", "S", "N", "N", "N", "N", "N", "N", "C", "C", "C", "C", "C", "C", "C", "C", "C", "C", "C", "C", "H", "H", "H", "H", "H", "H", "H", "H", "H", "H", "H", "H", "H", "H", "H"],
  "coordinates": [[0.854, -0.543, -0.011], [2.506, -2.243, -0.333], [1.524, -2.539, 2.207], [-0.345, 1.695, -1.877], [0.754, -1.753, 1.591], [-1.129, -1.182, -0.119], [3.368, -3.800, 1.662], [0.689, 0.915, -1.495], [-2.056, -1.483, -1.047], [-3.735, -1.381, 0.659], [-1.465, -1.029, 1.186], [2.836, 1.233, -0.270], [-1.215, 4.017, -1.774], [-2.764, -1.082, 1.619], [-0.250, 2.946, -1.402], [1.461, 1.722, -0.680], [-0.209, -0.849, 1.979], [-3.377, -1.600, -0.668], [2.506, -2.920, 1.260], [0.878, 2.971, -0.574], [2.939, 0.905, 0.777], [-1.807, 4.296, -0.901], [4.096, -4.162, 1.052], [3.330, -4.153, 2.617], [-4.773, -1.465, 0.955], [-4.118, -1.863, -1.411], [3.516, 2.087, -0.335], [3.231, 0.489, -0.963], [-1.722, -1.633, -2.065], [-1.017, 1.346, -2.548], [-1.883, 3.701, -2.573], [-0.667, 4.899, -2.105], [-3.019, -0.935, 2.660], [-0.204, -0.437, 2.982], [1.268, 3.833, -0.055]],
  "multiplicity": 3,
  "total_charge": 3,
  "s2": 2.056,
  "homo_lumo_gap_ev": [7.09, 6.83],
  "molar_mass_g_mol": 459.2,
  "lumo_energy_ha": [-0.441, -0.471]
}